# 1
The following is a quantum chemistry calculation of a cluster of 5 separate species, C38H81BrN3O9 in total, from the OMol25 dataset.

ORCA input file:
```
! wB97M-V def2-TZVPD RIJCOSX def2/J DEFGRID3
* xyz 1 1
C 0.99 3.58 -0.70
C -0.24 2.99 -1.31
O -0.57 1.84 -1.19
O -0.98 3.86 -2.03
C -2.24 4.28 -1.45
C -3.36 4.06 -2.44
C -3.91 2.62 -2.43
C -4.17 2.08 -3.83
C -2.86 1.80 -4.59
C -2.36 0.37 -4.30
C -0.84 0.23 -4.19
C -0.46 -1.26 -4.19
N 0.51 -1.63 -3.15
C 1.91 -1.17 -3.35
C 2.44 -0.09 -2.40
C 3.78 -0.57 -1.85
O 4.56 0.44 -1.21
C 4.20 0.79 0.05
C 5.13 1.81 0.62
O 3.27 0.29 0.61
C 0.18 -2.36 -2.13
N -1.03 -2.90 -1.89
C -1.14 -3.27 -0.46
C -1.66 -4.68 -0.24
C -2.14 -4.97 1.18
C -3.21 -4.03 1.73
O -2.61 -2.91 2.39
C 0.26 -2.83 0.10
Br 0.03 -1.02 0.75
C 0.99 -3.79 1.05
C 0.86 -3.59 2.56
C 1.97 -2.81 3.33
C 1.53 -1.43 3.86
C 3.30 -2.69 2.59
N 1.11 -2.69 -1.14
H 1.33 4.45 -1.25
H 0.75 3.89 0.33
H 1.77 2.82 -0.66
H -2.15 5.34 -1.21
H -2.44 3.72 -0.53
H -4.16 4.75 -2.19
H -2.98 4.32 -3.43
H -4.84 2.60 -1.85
H -3.19 1.96 -1.94
H -4.83 2.76 -4.38
H -4.71 1.13 -3.76
H -2.10 2.52 -4.29
H -3.02 1.92 -5.66
H -2.82 0.02 -3.37
H -2.73 -0.29 -5.10
H -0.37 0.74 -5.03
H -0.51 0.70 -3.26
H -1.35 -1.87 -4.06
H -0.04 -1.56 -5.15
H 2.55 -2.05 -3.31
H 1.93 -0.81 -4.38
H 2.63 0.82 -2.98
H 1.73 0.17 -1.61
H 4.39 -0.85 -2.71
H 3.67 -1.45 -1.21
H 5.73 2.31 -0.13
H 4.52 2.54 1.17
H 5.77 1.32 1.35
H -1.84 -2.42 -2.26
H -1.87 -2.58 -0.03
H -0.92 -5.43 -0.53
H -2.50 -4.82 -0.93
H -1.31 -4.99 1.89
H -2.55 -5.98 1.17
H -3.81 -4.56 2.46
H -3.88 -3.69 0.93
H -2.84 -2.09 1.95
H 0.59 -4.78 0.81
H 2.04 -3.81 0.75
H -0.10 -3.12 2.77
H 0.80 -4.59 3.00
H 2.17 -3.41 4.23
H 2.15 -1.18 4.72
H 0.49 -1.46 4.20
H 1.67 -0.65 3.11
H 3.19 -2.36 1.56
H 3.87 -3.63 2.59
H 3.93 -1.94 3.09
H 1.48 -3.62 -1.37
C 3.94 -0.11 8.90
C 3.08 -0.84 7.88
C 2.97 -2.33 8.20
O 3.58 -0.64 6.56
H 4.95 -0.51 8.90
H 4.00 0.95 8.66
H 3.53 -0.22 9.91
H 2.08 -0.40 7.86
H 3.96 -2.79 8.18
H 2.34 -2.83 7.46
H 2.54 -2.49 9.19
H 4.47 -1.02 6.53
C 8.56 -0.95 -1.39
C 7.86 -2.20 -1.91
C 7.73 -2.19 -3.43
O 6.58 -2.35 -1.30
H 7.98 -0.06 -1.66
H 8.65 -0.99 -0.31
H 9.56 -0.85 -1.82
H 8.42 -3.09 -1.61
H 7.14 -1.32 -3.75
H 7.23 -3.09 -3.78
H 8.71 -2.12 -3.91
H 6.05 -1.59 -1.55
C -4.34 8.51 1.01
C -5.11 7.58 0.09
C -5.01 6.12 0.52
O -4.69 7.73 -1.27
H -3.27 8.25 0.99
H -4.44 9.54 0.67
H -4.69 8.43 2.04
H -6.17 7.87 0.08
H -3.96 5.80 0.49
H -5.58 5.48 -0.15
H -5.37 5.98 1.54
H -3.75 7.50 -1.30
C -5.22 -0.42 -0.62
C -6.68 -0.01 -0.70
C -7.60 -1.22 -0.79
O -6.89 0.87 -1.80
H -4.93 -0.97 -1.52
H -4.58 0.45 -0.54
H -5.03 -1.07 0.24
H -6.94 0.57 0.18
H -7.38 -1.80 -1.69
H -8.64 -0.90 -0.84
H -7.48 -1.88 0.07
H -6.68 0.38 -2.61
*
```

Computed properties:
energy above the lowest of the compared OMol25 structures with the same formula, charge and spin: 0.0 kcal/mol
orbital gap: 9.7 eV
lowest unoccupied orbital energy: -0.0752 Ha

---

# 2
The following is a quantum chemistry calculation of a structure of composition C35H25CuN7O2S, from the OMol25 dataset.

ORCA input file:
```
! wB97M-V def2-TZVPD RIJCOSX def2/J DEFGRID3
* xyz 2 2
Cu 0.37 0.09 0.20
C -3.24 -2.83 -1.63
O -3.64 -1.44 -1.35
C -2.69 -0.99 -0.52
N -1.73 -1.72 -0.18
C -1.90 -3.00 -0.88
C -0.70 -3.29 -1.75
C -0.27 -4.60 -1.91
C 0.84 -4.89 -2.71
C 1.52 -3.87 -3.35
C 1.09 -2.56 -3.20
C -0.01 -2.27 -2.40
C -2.77 0.44 -0.11
C -3.95 1.17 -0.13
C -3.91 2.50 0.24
C -2.68 3.08 0.57
C -1.57 2.27 0.53
N -1.61 0.96 0.23
C -0.19 2.77 0.70
N 0.80 2.02 0.36
C 2.05 2.75 0.63
C 1.53 4.05 1.30
O 0.06 3.96 1.18
C 3.00 1.93 1.47
C 2.54 1.07 2.46
C 3.43 0.31 3.21
C 4.80 0.42 2.97
C 5.27 1.29 2.00
C 4.37 2.04 1.25
H -3.15 -2.93 -2.71
H -4.03 -3.48 -1.27
H -1.97 -3.79 -0.13
H -0.79 -5.41 -1.41
H 1.16 -5.92 -2.83
H 2.38 -4.10 -3.97
H 1.61 -1.76 -3.71
H -0.35 -1.25 -2.30
H -4.87 0.69 -0.43
H -4.81 3.10 0.25
H -2.58 4.12 0.83
H 2.52 2.97 -0.32
H 1.84 4.96 0.80
H 1.76 4.10 2.36
H 1.48 1.00 2.68
H 3.06 -0.35 3.98
H 5.49 -0.17 3.56
H 6.33 1.38 1.82
H 4.74 2.70 0.47
S 5.78 -4.95 0.21
N 5.59 -3.64 -0.70
C 4.44 -3.09 -0.34
C 3.87 -1.88 -0.90
C 4.44 -1.14 -1.95
C 3.78 -0.03 -2.43
C 2.57 0.34 -1.85
N 2.03 -0.35 -0.85
C 2.66 -1.45 -0.38
C 1.98 -2.17 0.69
N 0.81 -1.65 1.12
C 0.15 -2.26 2.10
C 0.62 -3.44 2.68
C 1.80 -3.98 2.24
C 2.51 -3.34 1.22
C 3.78 -3.80 0.69
N 4.43 -4.88 1.09
H 5.39 -1.46 -2.36
H 4.18 0.56 -3.24
H 2.02 1.20 -2.20
H -0.78 -1.81 2.41
H 0.04 -3.90 3.47
H 2.19 -4.90 2.66
*
```

Computed properties:
energy above the lowest of the compared OMol25 structures with the same formula, charge and spin: 4.7 kcal/mol
orbital gap (spin up / spin down): 7.9 / 6.8 eV
lowest unoccupied orbital energy (spin up / spin down): -0.2286 / -0.2682 Ha

---

# 3
The following is a quantum chemistry calculation of the molecule CH4BBr, from the OMol25 dataset.

ORCA input file:
```
! wB97M-V def2-TZVPD RIJCOSX def2/J DEFGRID3
* xyz 0 1
C -0.81 -0.23 -0.01
B 0.81 0.21 0.03
Br 2.80 -0.41 -0.04
H -1.03 -0.46 -1.02
H -1.01 -1.11 0.46
H -1.49 0.59 0.10
H 0.73 1.39 0.48
*
```

Computed properties:
energy above the lowest of the compared OMol25 structures with the same formula, charge and spin: 33.5 kcal/mol
orbital gap: 10.1 eV
SMILES: CBBr
lowest unoccupied orbital energy: 0.0024 Ha

---

# 4
The following is a quantum chemistry calculation of the molecule C22H23NO3S, from the OMol25 dataset.

ORCA input file:
```
! wB97M-V def2-TZVPD RIJCOSX def2/J DEFGRID3
* xyz 0 1
C -3.86 -3.08 -2.01
H -3.72 -2.44 -2.87
H -3.00 -3.73 -1.91
H -4.74 -3.70 -2.18
C -4.04 -2.26 -0.73
N -2.88 -1.44 -0.46
C -2.01 -1.86 0.50
O -2.18 -2.91 1.11
C -0.84 -1.03 0.84
C 0.04 -1.28 1.87
C 0.99 -0.25 1.83
C 0.64 0.57 0.80
C 1.26 1.77 0.24
H 1.95 2.24 0.94
H 0.52 2.49 -0.11
S 2.31 1.37 -1.30
O 3.18 2.54 -1.44
C 3.29 0.11 -0.44
C 4.38 0.54 0.29
C 5.14 -0.38 1.00
C 4.80 -1.72 0.96
C 3.73 -2.14 0.20
C 2.95 -1.24 -0.52
C 1.81 -1.73 -1.36
H 1.07 -2.22 -0.73
H 1.33 -0.92 -1.90
H 2.17 -2.46 -2.08
H 3.47 -3.19 0.16
H 5.38 -2.44 1.51
H 5.99 -0.04 1.58
H 4.62 1.59 0.29
O -0.47 0.09 0.19
H 1.83 -0.12 2.49
H -0.01 -2.11 2.55
C -2.75 -0.21 -1.21
C -2.88 1.05 -0.37
C -2.38 2.25 -0.86
C -2.49 3.41 -0.12
C -3.10 3.38 1.12
C -3.62 2.19 1.61
C -3.51 1.03 0.86
H -3.91 0.11 1.26
H -4.10 2.17 2.57
H -3.18 4.29 1.71
H -2.08 4.33 -0.50
H -1.89 2.26 -1.82
H -1.79 -0.18 -1.74
H -3.54 -0.21 -1.97
H -4.92 -1.62 -0.81
H -4.15 -2.94 0.12
*
```

Computed properties:
energy above the lowest of the compared OMol25 structures with the same formula, charge and spin: 22.5 kcal/mol
orbital gap: 9.1 eV
lowest unoccupied orbital energy: 0.0213 Ha

---

# 5
The following is a quantum chemistry calculation of the ion H3N2O2S with charge -1, from the OMol25 dataset.

ORCA input file:
```
! wB97M-V def2-TZVPD RIJCOSX def2/J DEFGRID3
* xyz -1 1
N -0.20 -1.45 0.52
S 0.63 -0.26 -0.06
N -0.52 0.96 -0.60
O 1.30 -0.70 -1.20
O 1.47 0.50 0.88
H -0.51 -0.84 1.35
H -1.00 1.43 0.15
H -1.17 0.35 -1.03
*
```

Computed properties:
energy above the lowest of the compared OMol25 structures with the same formula, charge and spin: 7.0 kcal/mol
orbital gap: 8.0 eV
SMILES: N=[S@](N)(=O)[O-]
lowest unoccupied orbital energy: 0.1516 Ha

---

# 6
The following is a quantum chemistry calculation of a cluster of 2 separate species, C2H7S in total, from the OMol25 dataset.

ORCA input file:
```
! wB97M-V def2-TZVPD RIJCOSX def2/J DEFGRID3
* xyz -1 1
C -2.25 -1.76 -2.73
H -3.42 -1.61 -2.76
H -2.00 -2.78 -2.36
H -1.70 -1.58 -3.61
H -1.78 -1.07 -1.96
C 2.17 1.70 2.57
S 2.62 2.72 4.21
H 1.89 0.75 2.93
H 3.08 1.60 1.94
H 1.38 2.04 1.77
*
```

Computed properties:
energy above the lowest of the compared OMol25 structures with the same formula, charge and spin: 26.7 kcal/mol
orbital gap: 4.9 eV
lowest unoccupied orbital energy: 0.1023 Ha

---

# 7
The following is a quantum chemistry calculation of the molecule C2H10N3, from the OMol25 dataset.

ORCA input file:
```
! wB97M-V def2-TZVPD RIJCOSX def2/J DEFGRID3
* xyz 0 2
C 1.37 -0.11 0.09
N 1.99 1.18 -0.12
H 1.26 -0.19 1.18
H 2.04 -0.90 -0.23
H 2.20 1.76 0.67
H 1.76 1.68 -0.96
N -0.07 -1.00 -0.30
C -1.35 -0.19 -0.46
N -1.63 0.40 0.80
H 0.11 -1.37 -1.24
H -0.20 -1.87 0.33
H -2.07 -0.88 -0.90
H -1.20 0.59 -1.21
H -2.33 1.13 0.82
H -1.88 -0.24 1.54
*
```

Computed properties:
energy above the lowest of the compared OMol25 structures with the same formula, charge and spin: 60.3 kcal/mol
orbital gap (spin up / spin down): 4.7 / 9.9 eV
lowest unoccupied orbital energy (spin up / spin down): 0.0433 / 0.0297 Ha

---

# 8
The following is a quantum chemistry calculation of a structure of composition C24H29O3RuSSi, from the OMol25 dataset.

ORCA input file:
```
! wB97M-V def2-TZVPD RIJCOSX def2/J DEFGRID3
* xyz 0 2
Ru 0.05 -0.73 -1.75
C 3.34 -1.01 -2.42
O 2.23 -0.11 -2.35
C 2.46 1.16 -2.95
C 1.38 2.09 -2.50
O 0.13 1.53 -2.90
C -0.97 2.30 -2.43
C -2.23 1.53 -2.73
O -2.15 0.30 -2.05
C -3.33 -0.49 -2.13
H 3.66 -1.13 -3.46
H 3.00 -1.96 -2.04
H 4.17 -0.64 -1.83
H 2.48 1.05 -4.03
H 3.42 1.57 -2.61
H 1.52 3.07 -2.96
H 1.40 2.20 -1.42
H -1.00 3.27 -2.92
H -0.88 2.45 -1.35
H -2.33 1.36 -3.81
H -3.08 2.12 -2.38
H -3.61 -0.65 -3.18
H -4.15 0.00 -1.60
H -3.11 -1.44 -1.67
S -0.45 -2.70 -2.43
C 1.89 -4.32 2.55
C 2.41 -3.07 2.81
C 1.82 -1.94 2.25
C 0.70 -2.04 1.41
C 0.20 -3.32 1.15
C 0.77 -4.45 1.73
Si -0.09 -0.53 0.61
C 0.90 0.96 1.20
C 0.38 1.94 2.06
C 1.16 3.02 2.48
C 2.47 3.14 2.04
C 3.01 2.19 1.19
C 2.22 1.12 0.77
C -1.84 -0.36 1.27
C -2.61 0.77 0.95
C -3.91 0.92 1.40
C -4.48 -0.08 2.19
C -3.75 -1.21 2.52
C -2.43 -1.34 2.06
H 2.34 -5.20 2.99
H 3.28 -2.96 3.45
H 2.23 -0.96 2.48
H -0.63 -3.44 0.47
H 0.36 -5.43 1.52
H -0.63 1.84 2.43
H 0.74 3.76 3.15
H 3.07 3.98 2.37
H 4.03 2.28 0.85
H 2.65 0.38 0.10
H -2.17 1.55 0.33
H -4.48 1.80 1.15
H -5.50 0.03 2.55
H -4.19 -1.98 3.13
H -1.87 -2.23 2.33
*
```

Computed properties:
energy above the lowest of the compared OMol25 structures with the same formula, charge and spin: 18.0 kcal/mol
orbital gap (spin up / spin down): 6.7 / 6.6 eV
lowest unoccupied orbital energy (spin up / spin down): -0.0035 / 0.0014 Ha

---

# 9
The following is a quantum chemistry calculation of the molecule C4H3Cl2N3O3, from the OMol25 dataset.

ORCA input file:
```
! wB97M-V def2-TZVPD RIJCOSX def2/J DEFGRID3
* xyz 0 3
C 1.68 0.10 0.00
C -0.45 1.17 -0.14
C -1.10 -0.40 1.42
C -0.23 -1.08 -0.33
N 1.15 -1.05 -0.11
N 0.98 1.28 0.05
N -0.69 0.09 -1.04
O -1.46 -0.96 2.40
O -1.07 0.91 1.14
O -0.76 -2.24 -0.76
Cl 3.36 0.25 0.15
Cl -1.10 2.70 -0.70
H 1.44 2.16 -0.08
H -1.66 0.00 -1.34
H -0.09 -2.93 -0.66
*
```

Computed properties:
orbital gap (spin up / spin down): 5.7 / 8.1 eV
lowest unoccupied orbital energy (spin up / spin down): 0.0213 / -0.0852 Ha

---

# 10
The following is a quantum chemistry calculation of the molecule C2H2FI, from the OMol25 dataset.

ORCA input file:
```
! wB97M-V def2-TZVPD RIJCOSX def2/J DEFGRID3
* xyz 0 1
C -1.11 0.88 -0.18
C 1.58 -1.09 0.70
F 1.68 -1.74 -0.40
I 0.99 0.93 -0.04
H -1.45 -0.07 -0.74
H -1.69 1.10 0.67
*
```

Computed properties:
energy above the lowest of the compared OMol25 structures with the same formula, charge and spin: 134.4 kcal/mol
orbital gap (spin up / spin down): 6.2 / 8.3 eV
lowest unoccupied orbital energy (spin up / spin down): -0.0496 / -0.0130 Ha

---

# 11
The following is a quantum chemistry calculation of a cluster of 6 separate species, C38H47BBrFN2O17 in total, from the OMol25 dataset.

ORCA input file:
```
! wB97M-V def2-TZVPD RIJCOSX def2/J DEFGRID3
* xyz 0 1
H -1.44 2.06 -5.63
N -2.35 1.97 -5.11
C -2.17 2.41 -3.82
C -0.67 2.98 -3.38
C -3.39 2.45 -2.68
C -2.73 1.84 -1.28
C -2.27 2.95 -0.14
C -1.56 2.40 1.27
C -1.34 0.79 1.47
C -1.85 -0.32 0.33
C -2.56 0.20 -1.10
C -3.03 -0.91 -2.26
O -4.24 -0.75 -2.86
N -2.19 -2.10 -2.67
C -1.97 -2.18 -4.16
O -2.85 -2.90 -4.90
F -0.79 -1.53 -4.84
C -1.63 -1.95 0.65
O -2.49 -2.90 0.29
C -0.21 -2.29 1.46
C 0.55 -3.67 1.02
C 1.19 -4.55 2.24
C 0.23 -4.72 3.56
Br 1.48 -4.55 5.16
C 0.25 -1.30 2.47
O 1.50 -1.50 3.21
B 2.62 -0.70 2.65
O 2.43 0.24 1.49
O 3.93 -0.84 3.37
C -0.60 0.11 2.81
O -0.67 0.62 4.04
H -0.24 2.44 -2.41
H -0.75 4.15 -3.18
H 0.13 2.78 -4.24
H -4.35 1.86 -3.02
H -3.68 3.59 -2.54
H -2.43 4.12 -0.30
H -1.22 3.19 2.07
H -2.81 -2.94 -2.45
H -0.28 -4.36 0.50
H 1.32 -3.42 0.15
H 2.22 -4.05 2.55
H 1.49 -5.61 1.78
H -0.18 -5.82 3.60
H -0.57 -3.89 3.72
H 2.32 -0.35 0.66
H 4.58 -0.26 2.87
O 3.73 2.92 -1.73
C 4.08 3.53 -0.73
C 3.89 3.07 0.68
C 4.14 4.33 1.47
C 5.10 5.09 0.58
O 4.75 4.72 -0.75
H 4.64 2.30 0.91
H 2.88 2.69 0.84
H 4.52 4.16 2.47
H 3.20 4.89 1.56
H 6.14 4.80 0.76
H 5.00 6.17 0.71
O -4.03 6.06 -1.33
C -3.11 6.84 -1.47
C -3.03 8.22 -0.89
C -1.91 8.84 -1.69
C -1.05 7.65 -2.03
O -1.96 6.55 -2.16
H -2.78 8.15 0.17
H -3.97 8.76 -1.03
H -1.37 9.62 -1.15
H -2.31 9.28 -2.61
H -0.33 7.41 -1.24
H -0.51 7.79 -2.97
O 0.94 3.31 -5.89
C 0.32 4.11 -6.57
C 0.90 4.92 -7.69
C -0.16 5.98 -7.90
C -1.42 5.26 -7.48
O -1.01 4.36 -6.45
H 1.02 4.28 -8.57
H 1.86 5.37 -7.41
H -0.20 6.36 -8.92
H 0.03 6.82 -7.23
H -1.86 4.69 -8.29
H -2.17 5.96 -7.08
O -1.63 -7.02 4.24
C -2.63 -7.03 3.53
C -3.91 -6.32 3.83
C -4.87 -6.98 2.87
C -3.97 -7.38 1.73
O -2.71 -7.67 2.33
H -3.79 -5.25 3.61
H -4.21 -6.47 4.87
H -5.69 -6.33 2.56
H -5.30 -7.87 3.34
H -3.84 -6.57 1.00
H -4.34 -8.26 1.21
O 4.46 -6.10 4.23
C 4.63 -7.01 5.03
C 3.88 -7.19 6.31
C 4.75 -8.18 7.05
C 5.39 -8.96 5.92
O 5.53 -8.02 4.85
H 2.89 -7.61 6.09
H 3.80 -6.25 6.86
H 4.20 -8.82 7.75
H 5.52 -7.65 7.61
H 4.77 -9.79 5.58
H 6.38 -9.34 6.20
*
```

Computed properties:
orbital gap: 7.2 eV
SMILES: [H]/N=C(\C)Cc1ccc2c(c1C(=O)NC(=O)F)C(=O)C(CCCBr)=C(OB(O)O)C2=O.O=C1CCCO1.O=C1CCCO1.O=C1CCCO1.O=C1CCCO1.O=C1CCCO1
lowest unoccupied orbital energy: -0.0639 Ha

---

# 12
The following is a quantum chemistry calculation of a structure of composition C4H5NO2, from the OMol25 dataset.

ORCA input file:
```
! wB97M-V def2-TZVPD RIJCOSX def2/J DEFGRID3
* xyz 0 1
C 2.14 -0.44 -0.04
C -0.93 1.27 0.22
C -1.55 -0.24 -0.49
C -0.54 -1.02 -0.05
H 2.33 -1.48 0.07
H -1.02 1.02 1.64
H -1.52 2.45 -0.22
H -2.47 -0.75 -1.17
H -0.54 -2.01 0.25
N 0.74 -0.41 0.37
O 2.87 0.59 -0.31
O 0.50 1.03 -0.27
*
```

Computed properties:
energy above the lowest of the compared OMol25 structures with the same formula, charge and spin: 210.3 kcal/mol
orbital gap: 9.7 eV
lowest unoccupied orbital energy: 0.0159 Ha